# 1
Density functional theory data (ωB97M-V/def2-TZVPD) for one molecule with the formula C18H19N3O2.

Computed properties:
**Kohn-Sham gap**: 10.05 eV
**Multiplicity**: 1
**SMILES string**: Cc1cc(C)nc(N2C(=O)C[C@H]([C@@H](C)c3ccccc3)C2=O)n1
**Energy above the lowest of the compared OMol25 structures with the same formula, charge and spin**: 0.8 kcal per mole

Element x y z (Å)
C 3.24915 0.75791 -4.64912
C 1.89360 0.33772 -4.18912
N 1.58957 0.56544 -2.91549
C 0.38697 0.20205 -2.51933
N -0.55143 -0.37686 -3.23887
C -0.25849 -0.63297 -4.51008
C 0.97849 -0.27742 -5.03775
H 1.22136 -0.47346 -6.07009
C -1.31722 -1.29126 -5.32926
H -0.89555 -2.10314 -5.91748
H -2.09600 -1.67190 -4.67566
H -1.75476 -0.56634 -6.01488
N 0.07112 0.45866 -1.16849
C -0.37022 -0.52557 -0.29768
O -0.46875 -1.69002 -0.56274
C -0.67591 0.14207 1.03605
C -0.15626 1.56695 0.87604
C 0.17537 1.71840 -0.59297
O 0.46660 2.72251 -1.17684
H 0.76739 1.73694 1.42936
H -0.87178 2.33091 1.17800
H -1.76799 0.14683 1.13254
C -0.12040 -0.72066 2.19024
C -0.78274 -0.38289 3.50453
C -0.60320 0.84897 4.12234
C -1.22319 1.13311 5.32610
C -2.03229 0.18936 5.93469
C -2.21842 -1.04096 5.32935
C -1.59911 -1.32118 4.12417
H -1.74982 -2.28414 3.65709
H -2.84627 -1.78546 5.79656
H -2.51375 0.41161 6.87541
H -1.07313 2.09667 5.79105
H 0.02415 1.59983 3.66742
C 1.40459 -0.66487 2.29349
H 1.75539 0.29313 2.66859
H 1.74689 -1.43243 2.98379
H 1.85590 -0.85146 1.32125
H -0.39338 -1.75001 1.92986
H 3.80987 -0.10570 -5.00301
H 3.16173 1.46463 -5.47231
H 3.78194 1.22498 -3.82673


# 2
Density functional theory data (ωB97M-V/def2-TZVPD) for one molecule with the formula C18H19N3O4 at a distorted geometry.

Computed properties:
**Kohn-Sham gap**: 8.54 eV
**Multiplicity**: 1
**SMILES string**: O=C(CCNC(=O)c1ccc([N+](=O)[O-])cc1)NCCc1ccccc1
**Energy above the lowest of the compared OMol25 structures with the same formula, charge and spin**: 97.9 kcal per mole

Element x y z (Å)
O 0.21367 1.12271 -0.47629
C 1.42496 1.21682 -0.52930
N 2.20163 0.40987 -1.26926
H 3.20328 0.50572 -1.23226
C 1.66672 -0.64045 -2.10039
H 0.59026 -0.65882 -1.91579
H 2.10354 -1.59843 -1.80156
C 1.93985 -0.36113 -3.58597
C 1.34435 0.96542 -3.96529
C -0.00967 1.06999 -4.25540
C -0.57649 2.29913 -4.53716
C 0.20402 3.44266 -4.52882
C 1.55407 3.34903 -4.24073
C 2.11873 2.11746 -3.95935
H 3.17552 2.05111 -3.73815
H 2.16928 4.23738 -4.23301
H -0.23866 4.40361 -4.74558
H -1.63109 2.36647 -4.76005
H -0.62349 0.18081 -4.25799
H 1.49659 -1.16340 -4.17731
H 3.01775 -0.35620 -3.76212
C 2.18815 2.22883 0.31884
H 1.52232 3.07141 0.51140
H 3.08076 2.58797 -0.19168
C 2.57010 1.55312 1.64747
N 1.44174 0.84641 2.21033
C 1.23234 -0.45354 1.87153
O 2.07983 -1.14719 1.34574
C -0.11880 -0.98189 2.22892
C -0.68745 -1.92272 1.37420
C -1.93863 -2.44010 1.64007
C -2.61281 -2.02070 2.78070
C -2.04886 -1.09807 3.65415
C -0.80191 -0.57630 3.37306
H -0.35052 0.12670 4.05687
H -2.59709 -0.80513 4.53665
N -3.91973 -2.55871 3.07068
O -4.38073 -3.36707 2.29422
O -4.47764 -2.17053 4.07488
H -2.40349 -3.16262 0.98696
H -0.13180 -2.23181 0.50301
H 0.62805 1.40867 2.41120
H 2.92436 2.29522 2.36739
H 3.35085 0.80656 1.48289


# 3
Density functional theory data (ωB97M-V/def2-TZVPD) for C18H19NO4 as an isolated structure at a distorted geometry.

Computed properties:
**Kohn-Sham gap**: 6.84 eV
**Multiplicity**: 1
**Energy above the lowest of the compared OMol25 structures with the same formula, charge and spin**: 325.7 kcal per mole

Element x y z (Å)
C -3.95891 -0.41294 2.01068
C -3.16353 -1.51612 1.73941
H -3.13690 -2.17577 2.63737
H -3.55809 -2.15596 0.84476
O -1.76794 -0.98602 1.12525
C -1.28824 -1.54282 -0.02160
O -1.75594 -2.42026 -0.67395
C -0.23647 -0.77814 -0.42601
C 0.60055 -1.13231 -1.48149
C 0.45728 -2.20616 -2.24526
C 1.15750 -2.69531 -3.26501
O 2.30467 -1.84720 -3.63418
C 2.72658 -0.53313 -2.79350
C 1.78150 -0.43382 -1.63571
H 2.02005 0.57425 -1.19489
C 3.98721 -0.06970 -3.08920
H 3.92744 0.45790 -4.10246
H 4.83386 -0.67689 -3.05311
H 3.89314 0.91237 -2.41056
C 1.17981 -3.77985 -4.15995
H 0.22851 -4.21546 -4.08993
H 2.05862 -4.53132 -4.13780
H 1.02446 -3.38760 -5.19122
H -0.37331 -3.03114 -2.03726
N -0.10245 0.30801 0.37659
C -0.74913 1.34940 0.77141
O -1.54575 1.60180 0.01702
C -0.44915 2.18667 1.83366
C -0.43990 3.50706 1.65749
C -0.14508 4.49503 2.70974
C 0.27097 4.00846 3.80003
C 0.59164 2.74971 3.87305
C 0.25876 1.76870 3.02658
H 0.54787 0.79879 3.09357
H 1.13517 2.34103 4.86917
H 0.49972 4.62288 4.67230
H -0.49865 5.65598 2.42090
H -0.90517 3.76812 0.91401
H 0.96664 0.16198 1.08472
H -3.59675 -0.02836 2.74510
H -4.87943 -0.70556 2.31302
H -3.90116 -0.00629 1.10726


# 4
Density functional theory data (ωB97M-V/def2-TZVPD) for one molecule with the formula C18H19NO5 at a distorted geometry.

Computed properties:
**Kohn-Sham gap**: 9.36 eV
**Multiplicity**: 1
**SMILES string**: CCN1CCc2c(OCc3ccc(C(=O)OC)o3)cccc2C1=O
**Energy above the lowest of the compared OMol25 structures with the same formula, charge and spin**: 21.6 kcal per mole

Element x y z (Å)
C 1.66392 -5.48382 2.37183
H 2.05716 -6.42319 2.75067
H 0.83085 -5.69856 1.70727
H 1.30018 -4.89616 3.21213
C 2.75565 -4.73614 1.61080
N 2.27932 -3.49590 1.03758
C 1.97670 -3.44494 -0.28361
O 2.15507 -4.38991 -1.03344
C 1.44148 -2.14294 -0.77340
C 1.61679 -0.97880 -0.03493
C 1.15917 0.23893 -0.54751
C 0.51425 0.26839 -1.77767
C 0.34253 -0.90202 -2.50117
C 0.80819 -2.10434 -2.01136
H 0.69837 -3.02347 -2.56496
H -0.15682 -0.86160 -3.45724
H 0.13848 1.19413 -2.18364
O 1.39958 1.33782 0.23946
C 0.96408 2.59802 -0.19697
C -0.52738 2.74324 -0.17926
C -1.50510 1.95556 0.36955
C -2.72452 2.60330 0.09498
C -2.40500 3.74367 -0.60133
C -3.24658 4.81357 -1.14126
O -2.85141 5.77687 -1.74706
O -4.54324 4.58226 -0.86592
C -5.45056 5.56875 -1.33822
H -6.44097 5.23596 -1.03955
H -5.38520 5.65651 -2.42461
H -5.22070 6.53949 -0.89413
O -1.06342 3.81979 -0.76700
H -3.70893 2.28461 0.36726
H -1.36339 1.03316 0.89390
H 1.34821 2.83707 -1.19897
H 1.40879 3.30805 0.51085
C 2.30507 -1.06949 1.29413
C 1.95025 -2.40740 1.93211
H 2.50997 -2.54799 2.85999
H 0.87702 -2.42285 2.17167
H 1.99840 -0.24413 1.93585
H 3.38737 -1.00187 1.14891
H 3.10897 -5.34839 0.77840
H 3.59739 -4.51527 2.27584


# 5
Density functional theory data (ωB97M-V/def2-TZVPD) for a 2-piece molecular cluster, C18H19O4S overall at a distorted geometry.

Computed properties:
**Kohn-Sham gap**: 5.13 eV
**Multiplicity**: 1
**Net charge**: -1
**Energy above the lowest of the compared OMol25 structures with the same formula, charge and spin**: 0.0 kcal per mole

Element x y z (Å)
C 3.25078 -1.57737 1.31942
C 2.37897 -0.74628 2.03151
C 1.04675 -0.62470 1.62806
C 0.58984 -1.35699 0.53247
S -1.15217 -1.21445 0.02996
C -1.94642 -2.48814 0.97743
C -3.27072 -2.66496 0.93285
O -1.60221 0.07433 0.49988
O -1.17309 -1.53283 -1.37688
C 1.46110 -2.16395 -0.20163
C 2.79296 -2.28614 0.20332
H 4.29180 -1.66758 1.63135
H 2.72803 -0.18783 2.90199
H 0.36062 0.02958 2.16075
H -1.25631 -3.05014 1.61082
H -3.72974 -3.43823 1.54250
H -3.89535 -2.14631 0.20679
H 1.09595 -2.69580 -1.07701
H 3.46745 -2.93587 -0.35801
C -7.68775 -0.03785 0.41639
C -7.05001 -1.16963 1.17949
O -6.17744 -0.60496 2.16747
C -5.64179 -1.59426 2.94334
C -4.60930 -1.12410 3.82426
C -3.96774 -1.94145 4.75571
C -4.36285 -3.30204 4.98490
C -3.63661 -4.13077 5.82318
C -2.49974 -3.64593 6.48902
C -2.11218 -2.30395 6.32379
C -2.83545 -1.45882 5.49574
O -6.03067 -2.76411 2.79818
H -8.22423 -0.44939 -0.43990
H -8.41793 0.48305 1.04202
H -6.95088 0.68292 0.05238
H -7.82685 -1.78002 1.66330
H -6.46435 -1.81262 0.50218
H -4.37935 -0.06869 3.77312
H -5.23015 -3.66798 4.44375
H -3.96145 -5.16446 5.95587
H -1.92495 -4.31005 7.13431
H -1.23493 -1.92502 6.85370
H -2.55321 -0.41119 5.36295